{"formula": "C2H37O17", "method": "ωB97M-V/def2-TZVPD", "elements": ["C", "O", "C", "H", "H", "H", "H", "H", "H", "H", "O", "H", "H", "O", "H", "H", "O", "H", "H", "O", "H", "H", "O", "H", "H", "O", "H", "H", "O", "H", "H", "O", "H", "H", "O", "H", "H", "O", "H", "H", "O", "H", "H", "O", "H", "H", "O", "H", "H", "O", "H", "H", "O", "H", "H", "O"], "coordinates": [[3.06, 1.04, 0.96], [2.49, 1.02, -0.34], [4.17, 0.00, 1.03], [2.21, 0.91, 1.64], [3.41, 2.04, 1.22], [5.16, 0.44, 0.94], [4.05, -0.75, 0.25], [4.29, -0.52, 2.00], [2.14, -1.27, -3.20], [2.77, -1.48, -1.84], [2.99, -1.40, -2.77], [1.34, 0.81, 3.91], [0.51, -0.18, 3.23], [0.74, 0.09, 4.12], [-4.24, 0.19, -2.12], [-3.17, -0.54, -3.26], [-3.94, -0.05, -2.98], [-0.29, -2.31, -2.27], [-1.48, -3.36, -1.86], [-0.78, -3.11, -2.45], [1.62, -3.82, -0.73], [1.47, -5.22, 0.00], [1.84, -4.77, -0.76], [-1.66, -0.56, 4.90], [-1.52, 0.86, 5.12], [-2.23, 0.21, 5.01], [-1.32, 2.18, -1.69], [-0.85, 1.01, -0.75], [-1.42, 1.87, -0.78], [0.81, 2.77, -0.20], [-0.48, 3.62, -0.33], [0.41, 3.61, 0.04], [2.02, -1.89, 0.47], [0.98, -1.32, -0.52], [1.52, -2.16, -0.30], [-3.00, 3.38, -1.35], [-3.15, 3.65, -2.77], [-3.29, 4.09, -1.93], [-1.13, -1.25, -0.26], [-2.56, -1.02, -0.51], [-1.96, -1.75, -0.34], [-1.60, -1.74, -3.37], [-1.37, -1.73, -4.87], [-1.60, -1.14, -4.15], [-2.77, 2.02, 0.71], [-2.89, 1.57, 2.07], [-3.23, 2.28, 1.50], [0.20, 0.01, -1.92], [1.65, 0.50, -0.40], [0.13, -0.07, -0.97], [-0.09, -2.20, 1.86], [-1.62, -2.29, 1.62], [-0.94, -2.21, 2.29], [0.16, 3.23, 2.06], [1.53, 3.68, 2.37], [0.88, 3.04, 2.67]], "mulliken_charge": [0.1928, -0.5371, -1.2313, 0.0446, 0.3356, 0.2925, 0.3424, 0.3211, 0.3078, 0.3895, -0.6478, 0.3175, 0.3172, -0.6145, 0.2897, 0.3601, -0.6670, 0.2731, 0.3485, -0.6974, 0.4124, 0.2719, -0.6714, 0.3087, 0.3346, -0.6458, 0.2194, 0.2040, -0.2347, 0.3818, 0.3301, -0.7348, 0.2275, 0.2031, -0.3547, 0.3152, 0.3298, -0.6372, 0.4119, 0.2309, -0.7073, 0.4914, 0.2903, -0.7044, 0.2281, 0.3411, -0.6364, 0.0572, 0.3746, -1.3823, 0.2582, 0.3648, -0.6512, 0.3453, 0.2821, -0.5911], "total_charge": -1, "e_tot_ev": -37484.8941}